Formula: C54H100Cl4O28
Source: the Open Molecules 2025 dataset
Level of theory: the ωB97M-V functional and the def2-TZVPD basis

Positions of all 186 atoms, in Å:
Cl 5.3031 1.0578 -4.0204
C 6.6862 1.7189 -3.1118
C 6.6757 3.2191 -3.2818
Cl 8.0689 3.9812 -2.4013
H 7.6360 1.2594 -3.3854
H 6.5608 1.4418 -2.0651
H 5.7685 3.7235 -2.9492
H 6.8521 3.5301 -4.3114
Cl -0.6822 0.2207 -5.9723
C -0.2741 -0.2494 -4.2425
C -1.0829 0.6508 -3.2813
Cl -2.7289 0.1647 -3.1866
H 0.7678 0.0638 -4.1760
H -0.3383 -1.3321 -4.1339
H -1.1425 1.6901 -3.6046
H -0.6353 0.6620 -2.2875
C 3.3223 4.2544 5.6022
O 2.3746 3.5688 4.8089
C 2.8736 2.4888 4.0742
C 1.7394 1.6989 3.3917
O 1.1031 0.9072 4.3351
C 0.0995 0.1298 3.8274
H 3.6507 3.5878 6.3996
H 2.9159 5.1866 5.9946
H 4.1116 4.5201 4.8989
H 3.3027 1.7508 4.7520
H 3.5689 2.8830 3.3331
H 2.2278 1.1824 2.5653
H 1.0045 2.3305 2.8927
H -0.2119 -0.6220 4.5527
H 0.3471 -0.3837 2.8984
H -0.7628 0.7964 3.8165
C -4.8876 2.6418 0.0083
O -5.3888 3.6906 -0.7835
C -6.4345 3.3904 -1.7680
C -6.9575 4.5535 -2.5933
O -6.0040 5.1928 -3.4721
C -6.6045 6.0656 -4.4829
H -4.4831 3.0455 0.9365
H -4.0061 2.1375 -0.3875
H -5.7539 2.0560 0.3154
H -7.2451 2.9139 -1.2167
H -6.0290 2.6491 -2.4567
H -7.3866 5.3038 -1.9292
H -7.7017 4.2044 -3.3092
H -7.0763 6.9072 -3.9758
H -7.1745 5.5294 -5.2416
H -5.7730 6.4829 -5.0509
C 2.6269 -0.2501 -1.8254
O 1.3363 -0.8827 -1.8016
C 1.1278 -1.6479 -0.5681
C -0.3403 -1.8368 -0.2153
O -0.8666 -0.5684 -0.0431
C -2.2307 -0.6375 0.3758
H 2.8461 0.4627 -2.6204
H 3.4111 -0.9851 -2.0069
H 2.7735 0.3776 -0.9464
H 1.6035 -1.1853 0.2967
H 1.4993 -2.6719 -0.6048
H -0.3341 -2.3047 0.7691
H -0.9525 -2.3593 -0.9503
H -2.9735 -0.9438 -0.3608
H -2.5624 0.3908 0.5196
H -2.5117 -1.1123 1.3158
C -6.9430 -2.5595 5.5932
O -5.8982 -1.9730 4.7584
C -6.1802 -1.9617 3.3791
C -4.9718 -1.3768 2.6218
O -4.7819 -0.0025 2.7369
C -4.2194 0.4693 3.9633
H -7.8695 -1.9856 5.6137
H -6.6139 -2.7917 6.6061
H -7.1103 -3.5677 5.2142
H -7.1306 -1.4305 3.3264
H -6.3629 -2.9566 2.9731
H -5.0558 -1.7977 1.6199
H -4.1317 -1.9623 2.9956
H -4.7360 0.1247 4.8592
H -4.3823 1.5462 4.0070
H -3.1407 0.3132 3.9665
C -2.7204 6.4527 -4.0285
O -2.0925 5.7201 -2.9638
C -2.5425 4.3896 -2.9123
C -2.0863 3.6180 -1.6545
O -0.6165 3.7598 -1.5179
C -0.0492 2.9522 -0.5064
H -2.2170 7.3938 -4.2497
H -3.7948 6.6248 -3.9640
H -2.5779 5.8734 -4.9408
H -2.2674 3.8168 -3.7979
H -3.6279 4.2915 -2.9323
H -2.2688 2.5496 -1.7699
H -2.5216 3.9382 -0.7079
H -0.6243 3.0534 0.4141
H 0.9772 3.2720 -0.3270
H -0.0953 1.8768 -0.6781
C 3.4409 7.1601 -2.4612
O 2.6611 6.6250 -3.5614
C 1.6959 5.6265 -3.0512
C 1.0177 4.8396 -4.1763
O 1.9856 4.2997 -5.0824
C 2.8599 3.2264 -4.5754
H 4.1137 7.9605 -2.7689
H 4.0270 6.3713 -1.9895
H 2.8406 7.6549 -1.6977
H 0.9603 6.1501 -2.4406
H 2.1124 4.8926 -2.3613
H 0.2870 5.4843 -4.6646
H 0.3657 4.0392 -3.8265
H 3.6720 2.8867 -5.2183
H 2.2100 2.4139 -4.2508
H 3.4480 3.6303 -3.7513
C -3.2463 -4.9963 1.4691
O -4.2616 -4.5416 0.5508
C -3.7908 -4.0901 -0.7773
C -4.7855 -3.2770 -1.5579
O -5.1889 -2.2001 -0.7355
C -6.3160 -1.5387 -1.0069
H -2.4569 -4.2482 1.3952
H -2.9633 -6.0054 1.1698
H -3.6377 -5.0016 2.4864
H -3.4129 -4.9205 -1.3737
H -2.9329 -3.4203 -0.7170
H -5.6206 -3.9282 -1.8162
H -4.3270 -3.0318 -2.5159
H -6.3060 -0.6099 -0.4365
H -7.1630 -2.1521 -0.6996
H -6.5114 -1.4000 -2.0703
C 5.1484 -0.5776 0.6651
O 5.9702 0.3498 1.2728
C 6.4964 -0.1346 2.5000
C 7.2099 1.1039 3.2623
O 6.1123 1.9922 3.6240
C 6.6205 2.9880 4.4945
H 4.9011 -0.3118 -0.3626
H 4.2259 -0.6333 1.2431
H 5.6410 -1.5492 0.7026
H 7.3093 -0.8306 2.2929
H 5.7867 -0.5091 3.2377
H 7.9404 1.5937 2.6185
H 7.8668 0.8845 4.1040
H 5.9656 3.8073 4.7913
H 7.4359 3.5966 4.1036
H 6.8095 2.4914 5.4462
C 0.0078 -6.3770 2.4954
C 0.8453 -7.1424 3.2862
C 2.1722 -7.5422 2.9664
O 2.9808 -8.0054 3.7822
C 2.5420 -7.1132 1.6574
C 1.7753 -6.2912 0.9107
C 0.3880 -5.8573 1.1602
O -0.2734 -5.2090 0.4226
O 2.2626 -5.9964 -0.3214
O 0.4975 -7.3833 4.5943
H -0.9129 -6.0773 2.9737
H 3.5250 -7.3017 1.2517
H 1.6399 -5.4436 -0.7991
H 1.2581 -7.6800 5.0994
C 4.5728 -3.0797 5.4192
C 4.9405 -4.2408 4.7167
C 4.6248 -4.4077 3.3189
O 4.9114 -5.3605 2.5853
C 3.7979 -3.3354 2.7682
C 3.4246 -2.2593 3.4994
C 3.7858 -1.9859 4.9070
O 3.5418 -1.0477 5.6287
O 2.7145 -1.2207 3.0486
O 5.6870 -5.1946 5.4042
H 4.8416 -2.9704 6.4594
H 3.3716 -3.4069 1.7785
H 2.4572 -0.6542 3.7797
H 5.6486 -6.0263 4.9262
C -1.0959 -4.6767 -3.4074
C -1.9980 -4.3443 -4.3845
C -1.6572 -3.5886 -5.5864
O -2.3866 -3.0814 -6.4012
C -0.2270 -3.5164 -5.7869
C 0.6747 -3.8833 -4.8619
C 0.3293 -4.3721 -3.5365
O 1.0586 -4.4746 -2.5031
O 2.0106 -3.9717 -5.2080
O -3.2839 -4.6598 -4.1325
H -1.4988 -5.1585 -2.5288
H 0.2277 -3.1747 -6.7050
H 2.3910 -4.6206 -4.6114
H -3.7852 -4.3898 -4.9054

Properties
Largest force on an atom   7.73 eV/A
Expectation value of S²   0.770
Total charge   -1
Gap between HOMO and LUMO (alpha / beta)   0.096 / 0.168 Eh
Multiplicity   2
E_LUMO (alpha / beta)   -0.353 / -0.340 eV


Formula: C4H10N2O2Sn
Source: the Open Molecules 2025 dataset
Level of theory: the ωB97M-V functional and the def2-TZVPD basis

Positions of all 19 atoms, in Å:
Sn 2.8054 0.6804 2.4165
O -0.0627 0.9375 1.7418
C -1.0019 1.1386 0.9900
N -0.7977 1.7432 -0.1784
C -2.4765 0.7658 1.3332
H 0.1753 1.9203 -0.3836
H -1.4720 1.8791 -0.9180
H -3.0682 1.4618 0.7385
H -2.7213 0.9453 2.3800
H -2.7247 -0.2725 1.1131
O 2.0582 -1.4451 0.5981
C 1.4981 -1.4458 -0.5414
N 0.6866 -2.4452 -0.8803
C 1.6204 -0.2527 -1.4336
H 0.4249 -3.1773 -0.2356
H 0.1289 -2.4775 -1.7218
H 0.8598 0.4914 -1.1971
H 1.4333 -0.5896 -2.4532
H 2.6342 0.1423 -1.3682

Properties
Largest force on an atom   3.06 eV/A
Expectation value of S²   0.753
Total charge   +1
Gap between HOMO and LUMO (alpha / beta)   0.232 / 0.334 Eh
Multiplicity   2
E_LUMO (alpha / beta)   -4.883 / -4.734 eV